(1)
This record from the OMol25 dataset describes C15H39Cu2NO11P2 as an isolated structure in a non-equilibrium geometry. The level of theory is ωB97M-V/def2-TZVPD.

Atoms and positions in Å:
Cu 3.10 -0.82 -1.89
Cu 0.92 0.58 -0.67
O 3.06 0.87 -0.70
H 3.93 1.27 -0.76
O 1.02 -0.86 -2.28
H 0.84 -0.94 -3.22
C 0.13 2.20 1.91
O 0.80 1.31 1.41
N -1.05 2.02 2.52
C -1.87 3.17 2.91
C -1.71 0.74 2.50
H 0.30 3.27 1.71
H -2.25 2.98 3.91
H -2.63 3.39 2.16
H -1.19 4.02 3.01
H -0.96 -0.03 2.34
H -2.24 0.51 3.42
H -2.31 0.73 1.59
C -5.02 0.94 -0.46
C -4.44 2.30 -0.12
O -3.02 2.26 -0.12
P -2.14 2.87 -1.30
O -0.73 2.56 -1.07
O -2.75 2.33 -2.63
C -2.19 1.24 -3.39
C -0.87 1.57 -4.03
O -2.59 4.37 -1.42
C -2.33 5.28 -0.32
C -0.91 5.77 -0.25
H -6.07 0.90 -0.19
H -4.90 0.72 -1.52
H -4.46 0.14 0.03
H -4.88 3.08 -0.75
H -4.77 2.58 0.89
H -2.06 0.37 -2.73
H -2.93 0.93 -4.13
H -0.91 2.53 -4.55
H -0.05 1.58 -3.31
H -0.61 0.78 -4.73
H -3.01 6.12 -0.50
H -2.75 4.82 0.59
H -0.26 5.06 0.27
H -0.47 5.97 -1.22
H -0.89 6.64 0.40
C 4.95 -5.83 2.42
C 5.28 -4.89 1.28
O 4.23 -4.97 0.32
P 3.40 -3.70 -0.04
O 4.18 -2.56 -0.53
O 2.36 -4.31 -1.04
C 1.01 -3.79 -1.15
C 0.37 -4.48 -2.36
O 2.59 -3.33 1.27
C 2.17 -1.96 1.48
C 1.32 -1.91 2.73
H 5.67 -5.79 3.24
H 3.99 -5.53 2.85
H 4.79 -6.84 2.03
H 5.37 -3.86 1.64
H 6.25 -5.15 0.84
H 0.48 -4.09 -0.25
H 1.01 -2.71 -1.33
H 1.12 -4.60 -3.13
H -0.10 -5.41 -2.06
H -0.43 -3.85 -2.76
H 3.09 -1.38 1.61
H 1.71 -1.53 0.58
H 1.80 -2.54 3.48
H 1.25 -0.88 3.06
H 0.29 -2.20 2.54

Output
Energy relative to the best compared isomer or geometry (same formula, charge and spin), kcal/mol: 0.00
Frontier orbital gap, eV: 7.250
HOMO level, Eh: -0.2502
Molar mass, g/mol: 598.5

Atomic partial charges in e from the Löwdin method, atoms 1 to 6: 0.37 0.33 -0.39 -0.06 -0.38 -0.04

***

(2)
This record from the OMol25 dataset describes a 2-piece molecular cluster, C2H4O3S overall in a non-equilibrium geometry. The level of theory is ωB97M-V/def2-TZVPD.

Atoms and positions in Å:
O 0.71 -1.90 -0.77
C 1.08 -1.09 -0.03
C 1.11 -0.11 0.79
O 2.07 0.87 0.95
H 0.34 -0.23 1.59
H 1.98 1.58 0.38
O -1.67 1.09 -0.51
S -1.60 -0.24 -1.52
H -2.51 1.44 -0.43
H -1.52 -1.42 -0.44

Output
Energy relative to the best compared isomer or geometry (same formula, charge and spin), kcal/mol: 72.98
Frontier orbital gap, eV: 9.139
SMILES: O=C=CO.OS
HOMO level, Eh: -0.3281
Molar mass, g/mol: 108.1

Atomic partial charges in e from the Löwdin method, atoms 1 to 6: 0.09 -0.25 -0.20 0.01 0.15 0.06